No. 1
C32H61N2O13PSi2 as an isolated structure in a non-equilibrium geometry, computed with wB97M-V/def2-TZVPD.

Last column: Mulliken charge in e.
Cartesian coordinates (Å):
C  5.324  -0.076  3.484  -1.465
C  4.392  0.657  2.554  1.057
C  3.814  -0.031  1.489  -0.719
C  2.928  0.598  0.629  -0.557
C  2.602  1.935  0.852  0.552
C  1.594  2.649  -0.019  -0.538
Si  0.093  3.098  0.976  0.309
O  -0.475  4.558  0.298  -0.284
N  -1.726  4.951  0.839  0.242
O  -1.611  5.658  1.759  -0.309
O  -1.097  1.954  0.830  0.037
Si  -1.357  0.856  2.038  -0.075
N  0.182  0.224  2.596  -0.455
C  -2.154  1.540  3.612  -0.458
C  -3.643  1.689  3.644  0.245
O  -4.223  2.191  4.550  -0.529
O  -4.336  1.160  2.587  -0.537
P  -2.576  -0.759  1.036  0.588
C  -1.282  -1.819  0.289  -1.099
O  -3.202  -1.726  2.239  -0.515
C  3.197  2.635  1.901  -0.578
C  4.096  1.999  2.747  -0.832
H  6.077  -0.626  2.931  0.352
H  5.757  0.585  4.224  0.351
H  4.739  -0.820  4.023  0.301
H  4.025  -1.077  1.328  0.378
H  2.452  0.094  -0.191  0.607
H  1.278  2.006  -0.831  -0.144
H  2.034  3.544  -0.449  0.554
H  0.376  3.361  2.396  -0.157
H  -0.031  -0.422  3.351  0.209
H  0.622  -0.337  1.875  0.137
H  -1.883  0.893  4.443  0.406
H  -1.715  2.505  3.849  0.493
H  -4.771  1.848  2.068  0.297
H  -0.705  -2.307  1.073  0.336
H  -1.741  -2.575  -0.329  0.414
H  -0.622  -1.176  -0.287  0.239
H  -3.960  -1.283  2.630  0.265
H  2.961  3.676  2.050  0.463
H  4.543  2.556  3.554  0.330
C  0.986  0.845  -4.434  -0.869
C  2.246  0.656  -3.628  0.570
O  2.250  0.815  -2.423  -0.360
C  3.490  0.269  -4.377  -1.070
H  0.170  1.131  -3.777  0.046
H  1.140  1.630  -5.177  0.395
H  0.720  -0.082  -4.943  0.330
H  3.735  1.034  -5.114  0.361
H  3.337  -0.679  -4.891  0.225
H  4.318  0.170  -3.677  0.326
C  3.989  -2.673  -9.178  -1.188
C  4.208  -2.159  -7.774  0.771
O  3.361  -1.509  -7.205  -0.494
C  5.524  -2.495  -7.121  -0.875
H  3.008  -2.364  -9.529  0.307
H  4.752  -2.270  -9.846  0.324
H  4.046  -3.763  -9.189  0.317
H  6.347  -2.083  -7.707  0.327
H  5.647  -3.575  -7.047  0.295
H  5.557  -2.071  -6.122  0.220
C  -5.343  7.558  3.106  -1.107
C  -5.598  6.076  2.980  0.804
O  -6.525  5.645  2.333  -0.574
C  -4.643  5.155  3.696  -0.553
H  -6.098  8.106  2.546  0.317
H  -5.389  7.858  4.154  0.322
H  -4.356  7.800  2.709  0.266
H  -4.660  5.352  4.769  0.383
H  -3.632  5.306  3.316  0.149
H  -4.942  4.129  3.526  -0.025
C  -1.859  -2.680  5.033  -0.402
C  -1.232  -3.464  6.161  0.649
O  -0.088  -3.276  6.503  -0.557
C  -2.103  -4.495  6.837  -1.162
H  -1.128  -1.978  4.637  -0.093
H  -2.174  -3.349  4.233  0.347
H  -2.725  -2.125  5.399  0.294
H  -2.430  -5.242  6.113  0.316
H  -2.981  -4.015  7.274  0.318
H  -1.537  -4.986  7.625  0.319
C  10.119  -3.666  -4.820  -1.119
C  8.914  -4.268  -5.503  0.779
O  7.862  -3.677  -5.567  -0.482
C  9.087  -5.644  -6.100  -1.057
H  9.863  -2.682  -4.436  0.286
H  10.436  -4.301  -3.992  0.337
H  10.942  -3.570  -5.530  0.335
H  9.363  -6.358  -5.323  0.327
H  9.869  -5.626  -6.861  0.327
H  8.152  -5.961  -6.557  0.264
C  -8.492  -1.058  2.860  -1.089
C  -7.736  -0.970  4.166  0.769
O  -7.751  -1.878  4.965  -0.572
C  -6.963  0.300  4.420  -0.372
H  -9.002  -2.016  2.800  0.318
H  -9.229  -0.256  2.800  0.322
H  -7.800  -0.968  2.021  0.277
H  -7.640  1.155  4.428  0.397
H  -6.200  0.444  3.657  -0.242
H  -6.472  0.226  5.388  0.298
C  -4.204  -1.361  -3.141  -1.094
C  -3.135  -0.332  -3.423  0.879
O  -2.112  -0.620  -4.001  -0.532
C  -3.409  1.075  -2.953  -0.887
H  -3.888  -2.328  -3.526  0.294
H  -4.372  -1.439  -2.066  0.219
H  -5.138  -1.071  -3.624  0.378
H  -3.544  1.088  -1.868  0.131
H  -4.314  1.458  -3.427  0.410
H  -2.571  1.717  -3.216  0.217

## Properties
- HOMO level (eV) = -7.87
- net charge = 0
- multiplicity = 1

No. 2
A 5-piece molecular cluster, C32H62BrN4O13 overall in a non-equilibrium geometry, computed with wB97M-V/def2-TZVPD.

Last column: Mulliken charge in e.
Cartesian coordinates (Å):
C  2.143  -1.536  -3.154  -1.548
C  2.278  -1.649  -1.652  1.126
N  3.267  -2.238  -1.130  -0.654
C  1.272  -1.055  -0.684  -1.094
C  0.487  0.105  -1.208  -0.026
C  -0.895  -0.072  -1.408  0.274
O  -1.529  -1.240  -1.108  -0.492
N  -1.658  -2.164  -2.312  0.507
O  -2.599  -1.928  -2.905  -0.284
C  -1.648  0.957  -1.944  -0.254
N  -1.076  2.140  -2.243  -0.044
Br  -2.254  3.398  -2.953  0.086
C  0.242  2.397  -2.058  0.759
C  0.833  3.717  -2.450  -0.515
C  1.478  4.479  -1.277  0.360
C  2.899  5.009  -1.544  -0.880
O  3.171  5.249  -2.921  -0.418
C  4.235  4.557  -3.441  0.885
C  3.912  3.595  -4.540  -0.943
O  5.334  4.746  -3.063  -0.491
C  1.049  1.349  -1.548  -0.186
C  2.546  1.504  -1.416  -0.197
C  3.109  1.643  -0.002  -0.822
C  4.566  1.249  -0.016  0.292
N  5.069  0.723  1.190  -0.545
O  5.222  1.340  -1.017  -0.548
H  2.534  -2.439  -3.603  0.529
H  2.784  -0.724  -3.496  0.375
H  1.131  -1.334  -3.492  0.233
H  3.885  -2.592  -1.859  0.352
H  1.804  -0.830  0.232  0.316
H  0.579  -1.849  -0.429  0.389
H  -2.698  0.822  -2.133  0.754
H  1.554  3.486  -3.227  -0.194
H  0.098  4.365  -2.909  0.609
H  0.863  5.320  -0.977  0.715
H  1.476  3.822  -0.416  -0.672
H  3.015  5.934  -0.989  0.471
H  3.640  4.331  -1.120  0.268
H  4.700  3.587  -5.281  0.400
H  3.794  2.590  -4.144  0.087
H  2.976  3.874  -5.018  0.358
H  2.866  2.352  -2.005  -0.510
H  3.031  0.650  -1.867  0.517
H  3.008  2.641  0.411  0.849
H  2.611  0.970  0.687  0.161
H  5.252  1.493  1.830  0.269
H  5.979  0.332  0.956  0.360
C  0.675  3.644  2.450  -0.546
O  -0.046  4.615  1.715  -0.381
C  -1.342  4.197  1.328  -0.049
C  -2.429  4.703  2.246  -0.653
O  -2.326  4.136  3.540  -0.361
C  -1.722  4.996  4.495  -0.731
H  1.539  4.136  2.894  0.256
H  0.070  3.208  3.247  0.435
H  1.022  2.842  1.789  0.005
H  -1.387  3.101  1.257  0.224
H  -1.513  4.608  0.324  0.203
H  -3.393  4.401  1.831  0.313
H  -2.409  5.796  2.295  0.402
H  -2.427  5.770  4.813  0.319
H  -0.820  5.470  4.101  0.293
H  -1.455  4.392  5.360  0.272
C  1.289  -4.775  -0.979  -0.745
O  1.243  -4.835  -2.396  -0.159
C  1.851  -6.007  -2.926  -0.591
C  0.830  -7.064  -3.281  -0.566
O  0.151  -7.547  -2.134  -0.372
C  -1.131  -6.978  -1.950  -0.589
H  0.583  -4.011  -0.652  -0.336
H  1.006  -5.726  -0.522  0.731
H  2.289  -4.493  -0.644  0.468
H  2.582  -6.409  -2.218  0.369
H  2.388  -5.714  -3.834  0.368
H  1.349  -7.913  -3.734  0.390
H  0.118  -6.674  -4.015  0.317
H  -1.851  -7.418  -2.648  0.345
H  -1.116  -5.893  -2.082  0.145
H  -1.449  -7.205  -0.933  0.250
C  -7.963  1.625  0.240  -0.684
O  -6.915  0.685  0.424  -0.401
C  -5.770  0.947  -0.356  -0.801
C  -4.682  1.631  0.446  0.358
O  -5.066  2.923  0.872  -0.416
C  -5.512  2.955  2.226  -0.986
H  -8.670  1.491  1.055  0.252
H  -7.593  2.652  0.259  0.280
H  -8.479  1.441  -0.708  0.328
H  -6.030  1.549  -1.235  0.405
H  -5.390  -0.019  -0.709  0.345
H  -3.799  1.749  -0.198  -0.228
H  -4.394  1.014  1.304  0.402
H  -4.662  2.897  2.914  0.403
H  -6.207  2.142  2.438  0.462
H  -6.022  3.904  2.379  0.275
C  2.254  -5.419  3.557  -0.810
O  1.473  -4.384  2.981  -0.316
C  0.129  -4.758  2.735  -0.033
C  -0.809  -4.248  3.807  -0.698
O  -0.551  -4.844  5.064  -0.375
C  0.209  -4.028  5.938  -0.708
H  3.166  -4.967  3.942  0.252
H  1.729  -5.911  4.379  0.369
H  2.521  -6.164  2.801  0.298
H  0.044  -5.845  2.637  0.346
H  -0.155  -4.309  1.776  0.056
H  -1.835  -4.510  3.530  0.393
H  -0.747  -3.157  3.878  0.351
H  -0.418  -3.236  6.364  0.322
H  1.066  -3.579  5.431  0.299
H  0.569  -4.660  6.747  0.251

## Properties
- HOMO level (eV) = -10.85
- net charge = +1
- multiplicity = 1